ORCA calculation (ωB97M-V/def2-TZVPD) on 7 unconnected molecules or ions with the total composition C26H68N4O8S.

As for the largest force on an atom: 4.50 eV Å⁻¹. The energy above the lowest of the compared OMol25 structures with the same formula, charge and spin comes out at 0.0 kcal per mole. The electronic energy is -2250.2206 Eh. Its spin multiplicity is 1. Its net charge is 0. The value obtained for the LUMO energy is 0.25 eV. As for the frontier orbital gap: 9.204 eV.

```
107
Properties=species:S:1:pos:R:3:forces:R:3
C -14.153 -25.343 17.555 1.1 0.5 -1.0
C -15.531 -24.645 17.532 -0.3 -0.9 0.5
C -16.021 -23.962 16.336 1.0 1.4 -2.3
O -16.440 -25.682 17.696 -0.9 -2.6 1.6
H -13.371 -24.733 17.104 0.1 1.0 0.7
H -13.916 -26.178 16.895 -1.5 -0.5 -0.4
H -13.808 -25.747 18.507 -0.4 0.6 0.3
H -15.629 -23.894 18.316 0.5 -0.2 0.7
H -15.242 -23.274 16.008 -0.1 0.2 -0.5
H -16.915 -23.354 16.475 0.0 -0.1 0.5
H -16.275 -24.676 15.553 0.4 0.0 -0.2
H -17.372 -25.507 17.547 0.2 0.7 -0.1
C -15.786 -22.714 26.081 1.9 0.5 -1.5
C -14.398 -22.735 25.289 -1.4 -2.5 2.0
C -13.853 -24.170 25.212 0.2 -0.6 0.5
O -14.621 -22.320 23.998 -0.3 1.4 -1.0
H -16.521 -23.200 25.440 -0.1 -0.2 0.4
H -16.009 -21.651 26.166 -0.4 -0.1 0.3
H -15.603 -23.169 27.055 -0.4 0.0 -0.1
H -13.758 -22.168 25.965 0.6 0.7 -0.8
H -13.174 -24.428 26.025 0.0 0.2 0.2
H -13.303 -24.373 24.293 0.2 0.3 -0.1
H -14.626 -24.939 25.231 -0.3 0.2 0.0
H -13.965 -22.703 23.412 0.1 0.1 0.1
C -15.901 -17.197 30.855 -0.4 -1.2 0.4
C -14.435 -16.940 31.100 1.9 -0.6 -0.9
C -13.460 -17.937 30.270 -1.7 -0.7 0.3
O -13.593 -19.409 30.388 0.7 1.0 2.0
C -12.857 -19.937 31.560 -0.6 1.4 -0.7
N -14.142 -15.558 30.736 -0.2 0.7 -1.0
H -16.595 -16.811 31.601 0.2 0.5 -0.1
H -16.137 -18.261 30.821 0.4 -0.3 0.3
H -16.195 -16.906 29.846 0.1 0.6 0.0
H -13.976 -16.924 32.088 -1.1 -0.9 0.7
H -12.478 -17.577 30.578 0.4 -0.4 -0.5
H -13.703 -17.832 29.213 0.4 0.5 -0.1
H -13.143 -20.957 31.816 0.1 0.0 -0.7
H -13.065 -19.361 32.462 -0.3 0.3 0.0
H -11.792 -19.787 31.385 0.1 -0.5 -0.1
H -14.658 -15.281 29.913 -0.4 0.0 -0.1
H -13.190 -15.377 30.451 0.5 -0.3 0.4
C -11.359 -19.451 17.303 -0.9 0.5 0.5
C -11.612 -18.868 15.928 2.6 0.7 -0.8
C -10.460 -17.866 15.473 -1.6 0.2 2.0
O -10.539 -16.699 16.284 0.7 -0.9 0.3
C -11.568 -15.842 15.888 1.4 0.7 -0.2
N -11.620 -19.906 14.931 -1.1 -0.7 -1.0
H -12.358 -19.717 17.647 0.1 -0.7 0.2
H -11.060 -18.696 18.030 0.4 0.1 -0.2
H -10.687 -20.309 17.336 0.0 0.1 -0.2
H -12.586 -18.380 15.939 0.1 0.1 -0.2
H -10.537 -17.592 14.420 -0.1 -0.1 -0.2
H -9.494 -18.323 15.685 0.0 -0.1 -0.1
H -11.217 -15.454 14.932 -0.8 0.2 -0.5
H -11.465 -15.011 16.586 -0.8 0.0 0.1
H -12.547 -16.317 15.835 -0.1 0.3 0.1
H -10.696 -20.161 14.611 0.4 -0.1 0.5
H -12.004 -19.482 14.099 -0.4 -0.2 -0.3
C -17.360 -29.848 28.364 -0.5 -0.3 -0.2
C -16.041 -30.326 27.855 1.0 0.4 -0.8
C -14.971 -30.038 28.924 1.7 0.1 0.0
O -14.423 -28.665 28.793 -1.1 -1.1 1.2
C -13.230 -28.290 29.525 -0.4 0.7 -2.0
N -16.042 -31.767 27.490 0.5 0.9 0.7
H -18.154 -29.916 27.620 0.0 -0.3 -0.1
H -17.269 -28.779 28.556 -0.1 -0.1 0.7
H -17.592 -30.509 29.199 -0.5 0.6 0.4
H -15.802 -29.647 27.036 0.3 -0.2 -0.5
H -14.055 -30.630 28.921 0.0 -0.7 -0.9
H -15.401 -30.391 29.861 -0.2 1.1 0.7
H -13.257 -28.145 30.605 -0.5 -0.4 0.0
H -13.040 -27.335 29.037 -0.1 0.5 0.5
H -12.332 -28.805 29.185 -0.1 -1.0 0.4
H -15.096 -31.983 27.210 0.1 -0.3 -0.1
H -16.641 -31.998 26.711 -0.2 0.3 0.0
C -18.694 -19.772 19.320 0.5 -1.4 -1.0
C -19.561 -20.056 20.504 -0.2 0.3 0.4
C -20.383 -21.377 20.629 1.2 0.1 -1.7
O -20.995 -21.429 21.899 0.3 2.9 -1.2
C -21.193 -22.673 22.402 -0.2 -0.8 1.1
N -18.714 -19.987 21.706 -1.5 0.4 0.0
H -17.791 -20.379 19.264 0.1 -0.5 0.4
H -18.269 -18.770 19.369 -0.7 0.2 -0.3
H -19.231 -20.071 18.420 0.0 0.8 -0.4
H -20.305 -19.263 20.437 0.0 0.4 0.9
H -19.613 -22.109 20.386 0.3 -0.9 1.2
H -21.052 -21.625 19.805 -0.8 0.7 0.0
H -21.619 -22.647 23.406 -0.2 0.6 0.1
H -20.182 -23.034 22.591 -0.2 -1.6 -0.6
H -21.967 -23.138 21.791 0.7 -1.2 -0.2
H -19.336 -20.565 22.253 0.8 0.2 1.7
H -17.837 -20.475 21.591 0.0 -0.2 -0.3
C -6.892 -26.089 23.925 -2.6 -0.2 0.8
C -7.375 -26.905 25.231 1.4 1.3 0.7
C -6.632 -28.214 25.206 0.2 -1.0 -1.0
S -4.868 -27.981 24.445 -4.3 -0.9 -1.0
O -4.551 -29.125 23.587 0.0 1.6 1.0
O -4.008 -27.536 25.493 0.7 0.3 0.1
C -5.580 -26.547 23.441 2.4 -0.5 -1.1
H -6.915 -25.002 23.852 0.1 0.2 1.4
H -7.673 -26.229 23.177 0.1 -0.9 -0.2
H -8.430 -27.162 25.326 -0.1 0.5 -0.7
H -7.143 -26.428 26.183 0.2 0.6 -0.2
H -7.297 -28.781 24.554 0.9 -0.7 -0.8
H -6.656 -28.823 26.110 0.6 0.5 0.3
H -5.658 -26.818 22.388 0.2 -0.7 0.1
H -4.835 -25.752 23.415 0.2 -0.1 0.5
```
Positions in Å, forces in eV/Å.

***

ORCA calculation (ωB97M-V/def2-TZVPD) on 6 unconnected molecules or ions with the total composition C26H68N8O10.

As for the largest force on an atom: 4.79 eV Å⁻¹. The electronic energy is -2221.2587 Eh. Its spin multiplicity is 2. Its net charge is +1. The value obtained for the LUMO energy (spin up / spin down) is -3.38 / -8.48 eV. As for the frontier orbital gap (spin up / spin down): 6.617 / 1.521 eV.

```
112
Properties=species:S:1:pos:R:3:forces:R:3
C 9.110 0.952 -11.377 -0.7 0.5 -2.4
O 9.669 0.269 -10.597 1.3 -1.7 3.3
N 9.645 1.258 -12.554 3.2 0.7 -3.5
N 7.883 1.442 -11.405 -2.9 0.5 1.7
H 10.620 1.071 -12.741 -0.3 -0.2 0.4
H 9.178 1.715 -13.324 -0.2 0.0 0.5
H 7.241 1.239 -10.652 0.1 0.1 -0.3
H 7.609 1.943 -12.237 -0.5 0.1 0.5
C 7.583 3.595 -14.809 1.8 0.5 -0.4
O 7.630 3.198 -13.650 -1.5 -0.5 -0.1
N 6.659 3.462 -15.762 -2.6 -0.8 0.3
N 8.641 4.296 -15.241 2.7 1.1 -0.2
H 6.771 3.607 -16.755 0.5 0.0 0.5
H 5.758 3.123 -15.455 0.3 -0.1 -0.2
H 9.460 4.220 -14.655 -0.3 0.1 0.2
H 8.880 4.619 -16.168 -0.7 -0.4 -0.2
C 6.815 7.866 -16.818 0.7 -0.7 -1.7
O 7.289 8.899 -16.016 0.0 2.1 0.9
C 7.164 10.200 -16.677 -0.6 -1.5 1.8
C 7.434 11.316 -15.597 1.1 -0.4 -2.8
N 6.650 12.548 -15.826 1.3 -1.5 3.7
C 6.897 13.622 -14.813 -0.8 0.4 -1.4
C 5.922 14.766 -15.101 0.2 2.0 1.9
O 6.155 15.947 -14.201 1.2 -1.6 -1.8
C 7.571 16.305 -14.010 -1.5 0.9 1.4
H 5.757 7.918 -17.075 -0.2 0.1 0.3
H 7.090 6.869 -16.475 -0.2 0.3 0.9
H 7.395 7.912 -17.740 -0.2 0.0 -0.7
H 6.125 10.238 -17.005 -0.1 0.4 -0.4
H 7.856 10.217 -17.519 0.0 0.4 0.0
H 8.504 11.520 -15.650 0.0 0.4 0.4
H 7.195 10.969 -14.592 -0.2 -0.3 0.3
H 5.697 12.220 -15.764 -1.0 0.6 -1.0
H 7.947 13.893 -14.697 -0.1 -0.2 -0.5
H 6.556 13.176 -13.879 0.1 -0.4 0.3
H 4.927 14.442 -14.797 -0.1 0.0 -0.2
H 5.878 15.037 -16.156 0.4 0.3 0.0
H 7.926 15.764 -13.133 0.7 -0.9 -0.7
H 7.588 17.280 -13.523 -0.6 0.4 -0.4
H 8.200 16.460 -14.887 -0.1 -0.8 -0.1
C 7.528 3.926 -19.273 0.3 -0.4 -1.0
O 8.768 3.750 -18.530 -3.0 0.9 0.7
C 9.901 3.399 -19.237 0.4 0.3 -2.0
C 10.821 2.446 -18.508 0.1 0.1 1.1
N 10.136 1.406 -17.661 0.8 0.5 -1.5
C 9.230 0.544 -18.415 -0.5 -0.5 1.1
C 8.527 -0.473 -17.432 1.1 0.8 -2.7
O 7.680 0.241 -16.598 -0.8 -0.7 1.0
C 6.932 -0.730 -15.861 0.0 0.0 1.2
H 6.645 4.315 -18.767 0.5 -0.4 1.4
H 7.215 3.015 -19.783 0.2 -0.5 0.4
H 7.477 4.642 -20.094 1.4 0.4 -0.2
H 10.382 4.301 -19.617 0.7 0.4 0.6
H 9.690 2.977 -20.220 -0.9 -0.7 0.0
H 11.575 2.938 -17.894 -0.5 0.5 0.7
H 11.516 2.147 -19.294 -0.3 -1.3 -0.1
H 9.513 1.896 -17.036 0.2 0.4 0.4
H 9.761 0.068 -19.240 0.0 -0.3 0.2
H 8.408 1.116 -18.844 -0.2 0.1 -0.3
H 9.260 -1.104 -16.929 0.1 0.1 0.4
H 7.906 -1.101 -18.071 0.0 -0.4 -0.1
H 7.578 -1.371 -15.261 0.5 0.1 0.1
H 6.357 -1.459 -16.433 -0.1 0.4 -0.8
H 6.257 -0.274 -15.137 0.0 0.5 -0.3
C 8.360 11.457 -12.311 0.2 -1.9 -0.3
O 8.568 10.084 -12.655 0.6 -0.5 0.0
C 9.939 9.771 -12.990 -0.5 1.3 0.4
C 10.190 8.314 -13.099 -2.1 -0.2 1.4
N 9.800 7.776 -14.376 1.4 0.1 -0.5
C 10.963 7.844 -15.219 -0.1 -1.6 -3.8
C 10.540 7.555 -16.778 0.1 -0.1 0.9
O 11.449 7.897 -17.820 -0.2 1.4 1.6
C 11.603 9.349 -17.902 -0.7 -1.3 -1.8
H 7.303 11.507 -12.573 -0.1 1.1 0.3
H 9.054 12.050 -12.908 -0.3 0.6 -0.1
H 8.545 11.609 -11.248 -0.1 0.2 0.0
H 10.624 10.125 -12.220 -0.1 0.7 0.1
H 10.080 10.267 -13.950 0.8 0.3 -0.2
H 9.432 7.877 -12.449 0.5 -0.2 1.0
H 11.198 8.185 -12.705 0.0 -0.9 -0.6
H 9.089 8.415 -14.702 -0.3 -0.2 -0.5
H 11.570 6.946 -15.102 0.3 0.2 0.9
H 11.619 8.709 -15.122 -0.1 0.4 0.0
H 9.544 7.939 -16.999 -0.2 0.8 0.1
H 10.364 6.483 -16.872 0.4 -0.2 0.1
H 10.847 9.911 -17.352 0.5 -0.1 1.0
H 11.253 9.570 -18.910 0.5 0.2 -0.4
H 12.653 9.633 -17.839 -0.3 0.2 0.6
C 3.174 -0.165 -14.509 0.6 1.2 0.8
O 3.570 0.901 -15.392 -0.4 -0.4 -0.3
C 3.441 2.215 -14.853 -1.1 -1.5 0.7
C 3.473 3.223 -15.932 -0.6 -1.3 -0.4
N 3.402 4.526 -15.314 0.2 0.5 -1.3
C 3.591 5.474 -16.412 -0.2 0.4 1.6
C 3.263 6.871 -15.841 0.3 0.7 -2.0
O 1.931 6.945 -15.330 0.5 0.1 0.2
C 1.516 8.236 -14.880 0.2 0.0 0.7
H 3.779 -0.039 -13.611 0.3 -0.4 0.2
H 3.331 -1.159 -14.927 0.1 0.4 -0.4
H 2.155 -0.075 -14.132 -0.4 0.1 -0.5
H 4.188 2.435 -14.091 0.2 -0.1 0.1
H 2.454 2.339 -14.406 -0.2 -0.3 0.6
H 2.641 3.077 -16.620 -0.4 -0.2 -0.1
H 4.311 2.909 -16.555 0.6 1.1 -0.2
H 2.426 4.707 -15.130 -0.3 -0.5 0.9
H 2.922 5.229 -17.237 -0.1 0.2 -0.3
H 4.621 5.262 -16.697 0.2 1.1 -0.4
H 3.291 7.565 -16.680 0.0 0.2 -0.5
H 4.087 7.259 -15.242 -0.3 -0.4 1.1
H 2.169 9.066 -15.151 0.3 -0.2 -0.6
H 1.516 8.293 -13.792 0.0 -0.4 0.2
H 0.502 8.494 -15.186 0.1 -0.4 -0.4
```
Positions in Å, forces in eV/Å.